# 1
A gas-phase ion, C3H6NOS (charge -1), computed with the ωB97M-V functional and the def2-TZVPD basis.

Values from the calculation:
SMILES   N[C@@H](C=O)C[S-]
LUMO level   0.15200 Ha
E_tot   -17581.810 eV
Gap between HOMO and LUMO   6.9 eV

```
! RIJCOSX wB97M-V def2-TZVPD def2/J DEFGRID3
* xyz -1 1
N 0.50519 -0.37537 1.60996
H 0.37546 1.66857 -1.13690
S -1.73457 0.83752 -0.30447
H 0.74163 0.33089 2.29420
H 0.18434 2.07843 0.56703
C 0.01781 1.28992 -0.17137
H 0.14732 -0.85056 -1.62579
O 1.32340 -2.09828 -0.59177
H -0.51271 -0.43728 1.57948
H 1.93412 0.33368 0.23522
C 0.76769 -1.03486 -0.73132
C 0.86466 0.09344 0.27508
*
```

The molecule's natural (NBO) atomic charges, reported in e, are given here: atom 1 (N): -0.84, atom 2 (H): 0.18, atom 3 (S): -0.70, atom 4 (H): 0.34, atom 5 (H): 0.18, atom 6 (C): -0.54, atom 7 (H): 0.13, atom 8 (O): -0.57, atom 9 (H): 0.38, atom 10 (H): 0.18, atom 11 (C): 0.45, atom 12 (C): -0.18

# 2
C2H4N2O in the gas phase at a distorted geometry, computed with the ωB97M-V functional and the def2-TZVPD basis.

Values from the calculation:
SMILES   [H]/N=C/NC=O
LUMO level   0.02546 Ha
E_tot   -7166.023 eV
Gap between HOMO and LUMO   10.8 eV

```
! RIJCOSX wB97M-V def2-TZVPD def2/J DEFGRID3
* xyz 0 1
N -0.07213 0.65256 -0.00708
N 1.89582 -0.69067 0.06792
O -2.25506 -0.14489 0.03050
C 1.30420 0.42590 -0.07215
H -0.48069 1.54763 0.20759
H -0.55754 -1.34708 -0.06332
C -1.04217 -0.37443 -0.05916
H 2.92505 -0.41810 -0.04330
H 1.81568 1.33457 0.01710
*
```

The molecule's natural (NBO) atomic charges, reported in e, are given here: atom 1 (N): -0.65, atom 2 (N): -0.66, atom 3 (O): -0.57, atom 4 (C): 0.27, atom 5 (H): 0.42, atom 6 (H): 0.15, atom 7 (C): 0.53, atom 8 (H): 0.35, atom 9 (H): 0.15

# 3
A molecular structure, C4H5NO, computed with the ωB97M-V functional and the def2-TZVPD basis.

Values from the calculation:
LUMO level   0.00363 Ha
E_tot   -7759.782 eV
Gap between HOMO and LUMO   9.6 eV

```
! RIJCOSX wB97M-V def2-TZVPD def2/J DEFGRID3
* xyz 0 1
H 1.19603 1.23794 1.00087
C -0.80785 -0.45632 0.70460
H -1.03145 1.26797 -0.38272
H 1.92387 -0.48779 -0.78902
H -0.63854 -1.41621 -1.44141
C -0.41104 -0.63244 -0.72560
H -1.46032 -1.01139 1.37264
O 0.99428 1.31272 -0.10529
N -1.41037 0.32398 -0.35910
C 1.00789 -0.09304 -0.35557
C 0.63750 -0.04542 1.08060
*
```

The molecule's natural (NBO) atomic charges, reported in e, are given here: atom 1 (H): 0.44, atom 2 (C): -0.19, atom 3 (H): 0.37, atom 4 (H): 0.20, atom 5 (H): 0.22, atom 6 (C): -0.10, atom 7 (H): 0.22, atom 8 (O): -0.60, atom 9 (N): -0.54, atom 10 (C): -0.04, atom 11 (C): 0.00

# 4
3 unconnected molecules or ions with the total composition C2H11NO2 at a distorted geometry, computed with the ωB97M-V functional and the def2-TZVPD basis.

Values from the calculation:
SMILES   CNC.O.O
LUMO level   0.01876 Ha
E_tot   -7835.644 eV
Gap between HOMO and LUMO   9.2 eV

```
! RIJCOSX wB97M-V def2-TZVPD def2/J DEFGRID3
* xyz 0 1
H 2.13100 -1.35105 -0.89134
H 0.50759 0.38757 1.85037
H -1.52664 -0.10513 0.68525
H 2.16156 -0.04981 -1.42861
H 0.96975 0.72133 0.13122
N -1.30200 0.86505 0.77989
H 0.12121 2.05726 1.13428
H -1.16464 2.60574 -0.54481
O 0.42003 -2.06134 0.51793
C -1.80029 1.75011 -0.31882
H 0.24499 -2.70893 1.28864
O 2.00080 -1.04673 -1.74808
C 0.21325 0.97909 0.95705
H 0.58787 -2.55520 -0.31150
H -2.86964 1.99300 -0.00394
H -1.89349 1.43923 -1.35693
*
```

The molecule's natural (NBO) atomic charges, reported in e, are given here: atom 1 (H): 0.46, atom 2 (H): 0.20, atom 3 (H): 0.36, atom 4 (H): 0.46, atom 5 (H): 0.15, atom 6 (N): -0.63, atom 7 (H): 0.20, atom 8 (H): 0.20, atom 9 (O): -0.97, atom 10 (C): -0.44, atom 11 (H): 0.49, atom 12 (O): -0.92, atom 13 (C): -0.42, atom 14 (H): 0.49, atom 15 (H): 0.20, atom 16 (H): 0.18

# 5
8 unconnected molecules or ions with the total composition C20H60N12O8 at a distorted geometry, computed with the ωB97M-V functional and the def2-TZVPD basis.

Values from the calculation:
SMILES   COC[C@H](C)N.COC[C@H](C)N.COC[C@H](C)N.COC[C@H](C)N.NC(N)=O.NC(N)=O.NC(N)=O.NC(N)=O
LUMO level   0.00907 Ha
E_tot   -55971.191 eV
Gap between HOMO and LUMO   9.4 eV

```
! RIJCOSX wB97M-V def2-TZVPD def2/J DEFGRID3
* xyz 0 1
O -14.55171 -13.41849 -19.06830
H -15.16789 -11.40790 -19.52395
H -18.34919 -20.67405 -23.66125
H -20.67818 -26.34388 -17.63507
H -14.29085 -13.46785 -2.60372
H -12.91822 -11.04835 -18.73208
H -13.62111 -11.97991 -5.03450
H -16.36014 -12.73285 -19.74814
H -14.50234 -13.96674 -4.30227
H -20.69691 -29.09588 -20.19811
O -21.67056 -25.33164 -19.17163
H -11.86731 -18.69783 -10.42524
H -10.91699 -11.09007 -17.71113
H -14.01117 -12.60209 -17.11035
C -20.91032 -28.28295 -19.50407
H -21.98626 -28.10901 -19.51852
C -25.72385 -20.74169 -5.13338
H -17.42760 -8.69297 -11.91865
H -10.63602 -12.90394 -17.74237
H -17.32120 -12.55544 -2.08725
H -19.69438 -25.16820 -18.48363
H -20.94525 -13.86423 -9.40802
O -19.84815 -6.58304 -11.72014
H -17.79019 -18.41841 -21.39943
O -15.32539 -12.16661 -3.97091
H -16.65291 -15.89740 -1.96683
N -13.09041 -16.06645 -11.58556
H -20.13839 -17.38644 -13.09801
H -17.90226 -26.90026 -19.51694
C -19.09693 -7.59622 -11.48000
O -26.19395 -21.84312 -5.34056
H -18.38162 -17.40249 -13.43382
H -13.72066 -16.50972 -12.23853
H -12.67381 -15.16434 -11.76654
H -20.49525 -8.93414 -10.92396
H -20.39882 -14.73232 -7.88769
C -19.00619 -18.96860 -22.84209
H -16.89880 -14.54708 -3.89018
N -18.64292 -27.57418 -19.38513
H -14.96666 -12.43614 -20.87702
H -13.74722 -10.79225 -3.64127
H -12.87706 -13.05197 -20.13585
C -11.13927 -12.04527 -18.18682
H -13.56787 -11.08952 -16.88767
N -18.45153 -14.34825 -9.70571
N -17.82913 -7.76646 -11.89729
H -18.84870 -9.45879 -10.80037
C -20.73307 -14.81641 -8.92176
O -10.94548 -16.60987 -11.03061
H -20.96038 -16.15906 -11.16256
N -13.19650 -12.02660 -16.95155
H -25.98001 -18.79481 -5.19092
H -19.97199 -26.63243 -20.58869
C -14.97064 -13.46453 -3.45576
N -18.86888 -19.81897 -23.79858
H -13.35850 -18.41391 -11.39908
H -14.65388 -10.60283 -5.13639
H -26.94911 -19.79686 -6.33120
C -16.26418 -14.25026 -3.05516
H -22.90318 -23.78640 -19.03364
N -26.27738 -19.67511 -5.58685
H -20.67647 -28.82567 -18.58817
H -12.83936 -14.20091 -18.73674
H -20.22464 -14.76844 -11.75898
N -15.92063 -15.53261 -2.55911
C -14.26293 -11.33709 -4.43203
H -16.58622 -13.65137 -0.93292
H -21.62570 -15.44044 -8.87843
C -19.96171 -27.04383 -19.57936
N -12.48226 -18.12660 -10.98705
C -12.67604 -12.01353 -18.28723
N -19.51475 -8.75638 -11.08866
H -17.73721 -14.78641 -10.26950
C -15.31477 -12.43942 -19.84411
H -17.31825 -6.95515 -12.21489
H -18.07935 -14.03014 -1.73956
H -10.67859 -12.03803 -19.17466
C -19.57463 -15.33703 -9.73910
H -24.32043 -19.64878 -4.16892
N -18.10265 -19.21985 -21.92875
C -12.10452 -16.87673 -11.25056
H -15.16186 -15.52366 -1.89256
H -21.22652 -23.46701 -18.48750
N -24.64935 -20.54481 -4.49916
O -18.91529 -16.39581 -11.74208
H -19.19651 -16.25297 -9.28505
C -19.21710 -16.80458 -13.06970
H -24.18849 -21.34116 -4.08257
H -19.22948 -15.94577 -13.74081
H -22.47356 -24.39143 -17.50170
H -19.40735 -19.64307 -24.63477
O -19.61663 -17.93412 -22.88129
C -17.08900 -13.60362 -1.89885
C -19.98956 -15.66390 -11.18368
C -13.17499 -13.23058 -19.10269
C -22.04929 -24.18196 -18.48365
H -17.96625 -14.38042 -8.82051
H -18.47803 -28.38958 -19.95787
H -17.46031 -19.91209 -22.28694
C -20.48433 -25.90767 -18.61499
*
```

Results of the Löwdin charge analysis, in e, for atoms 1 through 99: atom 1 (O): -0.21, atom 2 (H): 0.08, atom 3 (H): 0.11, atom 4 (H): 0.12, atom 5 (H): 0.12, atom 6 (H): 0.13, atom 7 (H): 0.08, atom 8 (H): 0.09, atom 9 (H): 0.12, atom 10 (H): 0.06, atom 11 (O): -0.19, atom 12 (H): 0.12, atom 13 (H): 0.07, atom 14 (H): 0.06, atom 15 (C): -0.07, atom 16 (H): 0.07, atom 17 (C): -0.85, atom 18 (H): 0.10, atom 19 (H): 0.08, atom 20 (H): 0.06, atom 21 (H): 0.11, atom 22 (H): 0.08, atom 23 (O): -0.04, atom 24 (H): 0.12, atom 25 (O): -0.21, atom 26 (H): 0.07, atom 27 (N): 0.16, atom 28 (H): 0.09, atom 29 (H): 0.07, atom 30 (C): -0.69, atom 31 (O): 0.03, atom 32 (H): 0.08, atom 33 (H): 0.11, atom 34 (H): 0.12, atom 35 (H): 0.12, atom 36 (H): 0.08, atom 37 (C): -0.81, atom 38 (H): 0.13, atom 39 (N): 0.01, atom 40 (H): 0.08, atom 41 (H): 0.08, atom 42 (H): 0.12, atom 43 (C): -0.07, atom 44 (H): 0.07, atom 45 (N): 0.04, atom 46 (N): 0.13, atom 47 (H): 0.11, atom 48 (C): -0.08, atom 49 (O): 0.04, atom 50 (H): 0.12, atom 51 (N): 0.05, atom 52 (H): 0.11, atom 53 (H): 0.12, atom 54 (C): -0.16, atom 55 (N): 0.16, atom 56 (H): 0.10, atom 57 (H): 0.08, atom 58 (H): 0.13, atom 59 (C): -0.42, atom 60 (H): 0.09, atom 61 (N): 0.16, atom 62 (H): 0.07, atom 63 (H): 0.14, atom 64 (H): 0.13, atom 65 (N): -0.01, atom 66 (C): -0.10, atom 67 (H): 0.08, atom 68 (H): 0.08, atom 69 (C): -0.42, atom 70 (N): 0.14, atom 71 (C): -0.46, atom 72 (N): 0.14, atom 73 (H): 0.05, atom 74 (C): -0.06, atom 75 (H): 0.11, atom 76 (H): 0.07, atom 77 (H): 0.07, atom 78 (C): -0.44, atom 79 (H): 0.12, atom 80 (N): 0.14, atom 81 (C): -0.78, atom 82 (H): 0.07, atom 83 (H): 0.09, atom 84 (N): 0.17, atom 85 (O): -0.19, atom 86 (H): 0.13, atom 87 (C): -0.10, atom 88 (H): 0.13, atom 89 (H): 0.09, atom 90 (H): 0.09, atom 91 (H): 0.13, atom 92 (O): 0.05, atom 93 (C): -0.07, atom 94 (C): -0.22, atom 95 (C): -0.22, atom 96 (C): -0.13, atom 97 (H): 0.06, atom 98 (H): 0.07, atom 99 (H): 0.10

# 6
A molecular structure, C28H51N2PtSe2Si at a distorted geometry, computed with the ωB97M-V functional and the def2-TZVPD basis.

Values from the calculation:
LUMO level (spin up / spin down)   0.08378 / 0.08370 Ha
E_tot   -174660.644 eV
Gap between HOMO and LUMO (spin up / spin down)   6.2 / 6.2 eV

```
! RIJCOSX wB97M-V def2-TZVPD def2/J DEFGRID3
* xyz -1 1
H -2.77558 3.73756 3.32165
H -2.79728 -0.09344 1.78435
H 5.09012 1.73846 1.78955
H -2.42738 -2.09224 -3.85245
H 1.44122 -0.89824 -5.18825
Pt 0.39252 0.07396 -0.13725
H -1.81748 -1.50564 -1.56445
H -3.01728 -0.45844 0.08985
C -2.02998 2.49466 -1.24535
C 3.86682 -2.02134 -4.28055
Se -1.06608 -3.00684 0.62055
H 3.01752 0.20496 -3.31955
H -4.01248 3.01926 -0.54815
H 0.33322 1.79786 2.72885
H 0.21572 3.93606 1.18095
C -1.44168 2.75886 1.93115
H -1.18078 1.22036 3.41515
C 3.03822 -0.78524 1.38425
C -0.65358 2.10886 3.06285
H 0.57012 -3.39914 3.31665
H 0.87972 -1.34604 5.37315
H -1.03788 -4.95324 2.26515
H -0.53898 2.79396 3.90755
H -1.76858 0.78186 -2.53135
H -0.64798 4.68186 2.52725
Se -0.82288 -1.30284 3.48115
H -3.91578 0.86846 0.81085
H -0.78148 -1.46364 6.02605
H -1.09518 3.68256 -2.80375
H 2.34032 -2.77394 -1.43215
C -0.53938 -1.50244 -4.67495
H 4.25602 -1.08834 -4.68645
N 2.33302 0.24446 0.84475
N 3.41042 -1.80464 -2.92825
C -0.82718 3.20976 -1.85505
C -2.54148 1.49966 -2.28255
H -0.79348 -3.63954 4.44705
C 0.20462 -0.93584 -2.00735
H -1.35598 4.67916 0.91885
H -0.82738 -1.69174 -5.70205
H 2.66462 -0.34314 -1.66825
H -2.92038 -4.67714 0.18465
C -2.79718 -3.62434 -0.05665
H -3.46008 3.54206 1.71085
C 4.29552 1.05126 1.55235
H -0.03738 2.48236 -2.04505
C 0.73782 -1.05644 -4.37745
C 3.10312 1.36206 0.93645
H 1.95852 -3.36704 -3.04895
C -2.84198 3.06306 2.46355
C -2.95878 0.35376 0.80665
H 3.52062 -3.78034 -2.30205
C 2.77142 -2.99244 -2.40465
C 2.58762 -0.60854 -2.73205
C -1.43288 -1.71734 -3.64235
H 3.07982 -2.40014 -4.95525
H -3.58648 -3.03864 0.40915
C -3.15258 3.50256 -1.00925
H -3.47478 3.92706 -1.96535
C 4.25602 -0.32684 1.83295
H -2.37458 -3.82704 2.60445
H -0.15138 0.09756 5.44485
C 2.47702 -2.16704 1.44445
C -0.49948 -3.24514 3.46955
H -3.40638 0.95766 -1.91165
C -1.06978 -1.39884 -2.34375
H -3.34298 2.15636 2.78915
C -1.30748 -3.89784 2.37685
H -2.83468 2.01366 -3.20155
H 5.02842 -0.92204 2.28715
H 1.77292 2.56606 -0.19885
H 2.32912 3.31366 1.32035
C 2.62932 2.70026 0.46715
H 3.41892 3.23366 -0.06415
H -2.81788 -3.48714 -1.13355
H 1.41662 -2.12164 1.16905
C -0.76578 4.09026 1.61455
H -0.44448 3.97396 -1.18355
H 4.67692 -2.75644 -4.26305
C -0.14048 -0.97774 5.29115
H -2.83498 4.32576 -0.37465
C 1.12902 -0.82724 -3.06075
H 2.57852 -2.58414 2.44795
H 2.98412 -2.83714 0.74975
Si -1.43958 1.49856 0.38235
*
```

The molecule's Löwdin atomic charges, reported in e, are given here: atom 1 (H): 0.08, atom 2 (H): -0.03, atom 3 (H): 0.08, atom 4 (H): 0.09, atom 5 (H): 0.10, atom 6 (Pt): 0.75, atom 7 (H): 0.03, atom 8 (H): -0.01, atom 9 (C): -0.64, atom 10 (C): -0.13, atom 11 (Se): 0.89, atom 12 (H): 0.12, atom 13 (H): 0.07, atom 14 (H): 0.07, atom 15 (H): 0.05, atom 16 (C): -0.62, atom 17 (H): 0.00, atom 18 (C): -0.41, atom 19 (C): -0.15, atom 20 (H): 0.05, atom 21 (H): 0.02, atom 22 (H): 0.06, atom 23 (H): 0.08, atom 24 (H): 0.04, atom 25 (H): 0.08, atom 26 (Se): 0.91, atom 27 (H): 0.02, atom 28 (H): 0.01, atom 29 (H): 0.08, atom 30 (H): 0.07, atom 31 (C): -0.10, atom 32 (H): 0.08, atom 33 (N): -0.09, atom 34 (N): -0.25, atom 35 (C): -0.12, atom 36 (C): -0.12, atom 37 (H): 0.06, atom 38 (C): -0.25, atom 39 (H): 0.06, atom 40 (H): 0.09, atom 41 (H): 0.09, atom 42 (H): 0.02, atom 43 (C): -0.39, atom 44 (H): 0.06, atom 45 (C): -0.10, atom 46 (H): 0.06, atom 47 (C): -0.07, atom 48 (C): -0.42, atom 49 (H): 0.09, atom 50 (C): -0.10, atom 51 (C): -0.22, atom 52 (H): 0.08, atom 53 (C): -0.10, atom 54 (C): -0.17, atom 55 (C): -0.11, atom 56 (H): 0.07, atom 57 (H): 0.02, atom 58 (C): -0.11, atom 59 (H): 0.08, atom 60 (C): -0.10, atom 61 (H): 0.06, atom 62 (H): 0.01, atom 63 (C): -0.07, atom 64 (C): -0.56, atom 65 (H): 0.07, atom 66 (C): -0.22, atom 67 (H): 0.07, atom 68 (C): -0.56, atom 69 (H): 0.08, atom 70 (H): 0.08, atom 71 (H): 0.03, atom 72 (H): 0.06, atom 73 (C): -0.07, atom 74 (H): 0.07, atom 75 (H): 0.01, atom 76 (H): -0.02, atom 77 (C): -0.11, atom 78 (H): 0.06, atom 79 (H): 0.08, atom 80 (C): -0.39, atom 81 (H): 0.05, atom 82 (C): -0.26, atom 83 (H): 0.07, atom 84 (H): 0.06, atom 85 (Si): 0.64

- Which value of E_tot does entry 4 give?
  -7835.644 eV

- Which of these has the lowest E_tot?
  C28H51N2PtSe2Si

- What is the E_tot in the fifth record?
  -55971.191 eV